1.
The following is a quantum chemistry calculation of 12 unconnected molecules or ions with the total composition C16H54FN22O11P in a non-equilibrium geometry, from the OMol25 dataset.

Summary:
E_HOMO in eV: -8.03
Structure (SMILES): C=CPCCCF.NC(N)=O.NC(N)=O.NC(N)=O.NC(N)=O.NC(N)=O.NC(N)=O.NC(N)=O.NC(N)=O.NC(N)=O.NC(N)=O.NC(N)=O
M in g mol⁻¹: 780.7
Frontier orbital gap in eV: 8.52
E in a.u.: -3115.9677
Spin multiplicity: 1

Cartesian coordinates (Å):
C1 3.359 1.485 2.822
C2 3.276 0.898 1.624
P1 2.151 1.416 0.281
C3 0.543 0.909 1.043
C4 -0.078 2.000 1.919
C5 -1.385 1.565 2.574
F1 -1.357 0.201 2.862
H1 3.066 2.522 2.954
H2 3.683 0.916 3.689
H3 3.891 0.037 1.377
H4 2.081 2.814 0.434
H5 0.723 0.018 1.643
H6 -0.125 0.632 0.224
H7 -0.254 2.885 1.303
H8 0.645 2.257 2.697
H9 -2.249 1.780 1.941
H10 -1.533 2.089 3.521
C6 -3.574 -2.658 0.340
O1 -4.273 -2.598 -0.669
N1 -3.026 -1.541 0.915
N2 -3.300 -3.817 0.986
H11 -2.456 -1.573 1.743
H12 -3.202 -0.657 0.479
H13 -3.695 -4.676 0.635
H14 -2.735 -3.838 1.819
C7 1.716 4.926 -1.842
O2 2.086 4.915 -0.676
N3 1.689 3.782 -2.597
N4 1.305 6.055 -2.483
H15 1.386 3.765 -3.552
H16 1.983 2.928 -2.156
H17 1.318 6.910 -1.961
H18 1.004 6.077 -3.444
C8 -5.072 -7.140 1.643
O3 -4.086 -6.501 1.288
N5 -6.318 -6.629 1.519
N6 -4.965 -8.381 2.211
H19 -7.166 -7.069 1.821
H20 -6.392 -5.706 1.134
H21 -4.044 -8.759 2.321
H22 -5.756 -8.911 2.521
C9 -8.050 -2.298 2.388
O4 -9.233 -2.078 2.604
N7 -7.476 -2.125 1.164
N8 -7.199 -2.742 3.364
H23 -6.504 -2.304 0.980
H24 -8.062 -1.805 0.418
H25 -7.583 -2.884 4.278
H26 -6.229 -2.937 3.201
C10 6.355 -0.794 4.576
O5 5.187 -0.558 4.840
N9 6.857 -0.662 3.310
N10 7.258 -1.201 5.517
H27 7.814 -0.846 3.077
H28 6.226 -0.352 2.596
H29 6.925 -1.305 6.457
H30 8.229 -1.387 5.320
C11 -0.532 7.420 -5.861
O6 0.554 7.132 -5.369
N11 -0.782 7.276 -7.187
N12 -1.565 7.899 -5.101
H31 -1.665 7.489 -7.610
H32 -0.030 6.940 -7.770
H33 -1.403 8.012 -4.119
H34 -2.460 8.140 -5.480
C12 1.640 5.511 -9.678
O7 1.539 6.689 -9.356
N13 1.770 5.124 -10.984
N14 1.633 4.505 -8.763
H35 1.856 4.166 -11.264
H36 1.781 5.846 -11.678
H37 1.525 4.773 -7.802
H38 1.721 3.522 -8.976
C13 3.371 1.663 -7.505
O8 2.286 1.841 -8.045
N15 3.950 0.430 -7.445
N16 4.072 2.679 -6.928
H39 4.833 0.256 -7.006
H40 3.449 -0.333 -7.858
H41 3.680 3.601 -6.973
H42 4.959 2.552 -6.479
C14 0.044 -4.364 3.326
O9 -0.953 -3.662 3.371
N17 1.054 -4.250 4.240
N18 0.222 -5.311 2.357
H43 1.885 -4.808 4.218
H44 0.951 -3.551 4.951
H45 -0.508 -5.414 1.676
H46 1.033 -5.895 2.298
C15 10.795 -0.176 6.723
O10 10.555 -0.977 5.833
N19 9.949 0.855 7.021
N20 11.925 -0.255 7.486
H47 10.125 1.523 7.746
H48 9.109 0.934 6.477
H49 12.561 -1.004 7.286
H50 12.143 0.390 8.220
C16 -9.635 -4.560 1.706
O11 -8.608 -5.199 1.891
N21 -10.039 -4.185 0.456
N22 -10.438 -4.166 2.731
H51 -10.866 -3.648 0.282
H52 -9.457 -4.451 -0.315
H53 -10.142 -4.397 3.659
H54 -11.266 -3.617 2.605

These are the Mulliken partial charges, in e, on atoms 1 to 99: -0.566, -0.400, -0.154, -0.606, -0.307, -0.478, -0.269, 0.305, 0.275, 0.360, 0.023, 0.276, 0.475, 0.303, 0.127, 0.277, 0.276, 0.583, -0.713, -0.205, -0.123, 0.139, 0.143, 0.146, 0.138, 0.595, -0.651, -0.247, -0.267, 0.162, 0.160, 0.187, 0.167, 0.642, -0.718, -0.203, -0.421, 0.158, 0.117, 0.221, 0.157, 0.583, -0.649, -0.283, -0.310, 0.162, 0.183, 0.192, 0.141, 0.623, -0.629, -0.320, -0.371, 0.175, 0.190, 0.185, 0.150, 0.655, -0.698, -0.326, -0.385, 0.146, 0.191, 0.221, 0.155, 0.590, -0.704, -0.383, -0.238, 0.169, 0.222, 0.179, 0.218, 0.688, -0.723, -0.414, -0.340, 0.157, 0.220, 0.193, 0.173, 0.669, -0.630, -0.441, -0.338, 0.146, 0.219, 0.207, 0.166, 0.636, -0.647, -0.356, -0.400, 0.163, 0.223, 0.219, 0.161, 0.585, -0.598

2.
The following is a quantum chemistry calculation of a single C26H29N3O3S molecule, from the OMol25 dataset.

Summary:
Energy relative to the best compared isomer or geometry (same formula, charge and spin) in eV: 0.000
E_HOMO in eV: -8.43
Structure (SMILES): COc1cccc([C@H](C(=O)NC2CCCC2)N(Cc2cccnc2)C(=O)Cc2cccs2)c1
M in g mol⁻¹: 463.6
Frontier orbital gap in eV: 9.06
E in a.u.: -1796.3659
Spin multiplicity: 1

Cartesian coordinates (Å):
C1 -3.565 -2.090 2.920
H1 -4.321 -2.309 3.672
O1 -4.217 -2.218 1.678
C2 -3.506 -1.993 0.544
C3 -4.222 -2.070 -0.650
C4 -3.580 -1.871 -1.854
C5 -2.227 -1.580 -1.886
C6 -1.508 -1.481 -0.701
C7 -2.147 -1.696 0.512
H2 -1.572 -1.649 1.420
C8 -0.054 -1.093 -0.794
N1 0.120 0.367 -0.747
C9 1.044 0.901 -1.573
O2 1.721 0.206 -2.314
C10 1.197 2.417 -1.556
C11 1.964 2.861 -0.354
C12 3.018 2.243 0.243
C13 3.517 2.952 1.360
C14 2.836 4.099 1.597
S1 1.567 4.344 0.461
H3 2.994 4.826 2.368
H4 4.346 2.617 1.956
H5 3.424 1.310 -0.104
H6 1.749 2.682 -2.464
H7 0.223 2.908 -1.591
C15 -0.553 1.059 0.328
C16 -2.007 1.339 0.051
C17 -2.507 1.492 -1.235
C18 -3.860 1.729 -1.408
C19 -4.665 1.812 -0.282
N2 -4.196 1.692 0.948
C20 -2.908 1.463 1.105
H8 -2.569 1.372 2.129
H9 -5.729 1.985 -0.362
H10 -4.280 1.843 -2.395
H11 -1.851 1.410 -2.090
H12 -0.037 1.998 0.542
H13 -0.468 0.439 1.227
H14 0.315 -1.399 -1.780
C21 0.894 -1.653 0.278
O3 0.623 -1.698 1.464
N3 2.086 -2.003 -0.228
H15 2.275 -1.824 -1.205
C22 3.200 -2.444 0.583
H16 2.836 -2.430 1.613
C23 3.668 -3.859 0.179
H17 2.923 -4.356 -0.440
H18 3.823 -4.462 1.074
C24 4.997 -3.652 -0.545
H19 4.824 -3.381 -1.587
H20 5.626 -4.541 -0.520
C25 5.612 -2.473 0.201
H21 5.990 -2.804 1.170
C26 4.426 -1.529 0.394
H22 4.286 -0.932 -0.510
H23 4.563 -0.851 1.235
H24 6.428 -2.004 -0.346
H25 -1.731 -1.422 -2.832
H26 -4.138 -1.941 -2.776
H27 -5.277 -2.292 -0.604
H28 -3.191 -1.072 3.068
H29 -2.738 -2.801 3.017

Let us look at the Mulliken charges, expressed in e, one per atom: -0.671, 0.257, -0.489, 0.412, -0.620, -0.779, -0.487, -0.848, 0.255, 0.767, -0.615, 0.803, 0.917, -0.705, -1.090, 0.054, -0.034, -0.569, -0.493, -0.118, 0.451, 0.406, 0.393, 0.380, 0.289, -1.335, 0.988, -0.045, -0.741, -0.349, -0.649, -0.459, 0.491, 0.380, 0.413, 0.405, 0.422, 0.147, 1.144, 0.045, -0.777, -0.292, 0.404, 0.083, 0.535, -0.934, 0.347, 0.309, -0.625, 0.287, 0.379, -0.832, 0.328, -0.640, 0.118, 0.360, 0.378, 0.434, 0.415, 0.480, 0.188, 0.332

3.
The following is a quantum chemistry calculation of a molecular structure, C21H65ClN10O6P4S2Si2 in a non-equilibrium geometry, from the OMol25 dataset.

Summary:
E_HOMO in eV: -7.96
M in g mol⁻¹: 833.5
Frontier orbital gap in eV: 8.13
E in a.u.: -5039.1644
Spin multiplicity: 1

Cartesian coordinates (Å):
N1 2.274 -1.271 0.160
C1 2.230 -0.821 -1.203
N2 3.542 -0.627 -1.816
N3 1.623 0.526 -1.145
C2 1.291 -1.724 -2.070
Si1 1.933 -3.456 -2.485
N4 3.406 -3.745 -1.587
C3 2.431 -3.509 -4.297
C4 1.461 -2.825 -5.289
C5 0.756 -3.865 -6.176
Cl1 1.646 -4.152 -7.692
O1 0.936 -4.753 -2.127
Si2 -0.668 -4.596 -1.788
C6 -1.656 -3.740 -3.148
O2 -3.033 -4.030 -3.000
C7 -3.860 -3.133 -3.700
O3 -4.332 -2.134 -2.851
C8 -3.692 -0.868 -2.985
C9 -3.048 -0.485 -1.657
O4 -2.936 0.930 -1.587
P1 -1.528 -6.675 -1.509
S1 -3.381 -6.664 -0.891
P2 -0.999 -3.657 0.260
S2 -1.069 -4.983 1.699
H1 3.125 -0.995 0.631
H2 2.168 -2.272 0.237
H3 4.227 -1.249 -1.415
H4 3.497 -0.738 -2.819
H5 0.718 0.428 -0.701
H6 1.505 0.916 -2.073
H7 0.309 -1.661 -1.596
H8 1.201 -1.177 -3.011
H9 4.212 -3.742 -2.198
H10 3.367 -4.666 -1.161
H11 3.427 -3.063 -4.345
H12 2.562 -4.560 -4.565
H13 0.673 -2.251 -4.804
H14 2.051 -2.219 -5.970
H15 -0.223 -3.483 -6.453
H16 0.635 -4.814 -5.662
H17 -1.480 -2.659 -3.174
H18 -1.317 -4.150 -4.113
H19 -4.717 -3.709 -4.045
H20 -3.357 -2.715 -4.578
H21 -4.443 -0.120 -3.234
H22 -2.910 -0.888 -3.746
H23 -3.602 -0.900 -0.815
H24 -2.040 -0.914 -1.611
H25 -2.002 1.141 -1.513
H26 -1.264 -7.427 -2.671
H27 -0.693 -7.230 -0.522
H28 -2.163 -2.870 0.172
H29 0.029 -2.717 0.468
O5 -0.305 3.679 -2.245
P3 -0.442 5.107 -1.859
N5 1.127 5.530 -1.352
C10 1.603 6.222 -0.175
C11 2.099 5.537 -2.429
N6 -1.606 4.956 -0.568
C12 -1.402 5.314 0.831
C13 -2.441 3.762 -0.681
N7 -0.960 6.627 -2.394
C14 -1.188 7.736 -1.504
C15 -1.974 6.570 -3.449
H30 1.785 7.292 -0.361
H31 2.551 5.781 0.150
H32 0.928 6.141 0.667
H33 2.073 6.476 -3.001
H34 1.917 4.714 -3.121
H35 3.107 5.403 -2.034
H36 -0.393 5.107 1.187
H37 -2.064 4.720 1.462
H38 -1.654 6.358 1.044
H39 -1.948 2.889 -0.239
H40 -2.661 3.536 -1.720
H41 -3.396 3.917 -0.178
H42 -2.219 7.749 -1.129
H43 -1.016 8.665 -2.055
H44 -0.511 7.748 -0.653
H45 -2.962 6.301 -3.050
H46 -1.702 5.829 -4.203
H47 -2.056 7.533 -3.956
O6 2.666 -0.661 4.715
P4 1.427 -0.589 5.526
N8 1.806 -1.512 6.910
C16 1.081 -2.559 7.594
C17 2.824 -0.906 7.746
N9 0.305 -1.348 4.433
C18 -0.437 -2.585 4.674
C19 0.684 -1.258 3.024
N10 0.304 0.469 6.229
C20 -0.985 0.043 6.710
C21 0.223 1.771 5.565
H48 0.520 -2.183 8.464
H49 1.785 -3.313 7.961
H50 0.385 -3.082 6.951
H51 2.405 -0.142 8.418
H52 3.595 -0.433 7.135
H53 3.319 -1.664 8.355
H54 0.132 -3.330 5.230
H55 -0.677 -3.052 3.720
H56 -1.397 -2.417 5.173
H57 1.368 -2.062 2.724
H58 1.166 -0.311 2.797
H59 -0.218 -1.316 2.407
H60 -1.747 0.092 5.921
H61 -1.291 0.710 7.520
H62 -0.977 -0.964 7.119
H63 -0.329 1.709 4.615
H64 1.222 2.154 5.349
H65 -0.273 2.501 6.207

These are the Mulliken partial charges, in e, on atoms 1 to 99: -0.241, 0.380, -0.593, -0.464, 0.016, 0.026, -0.624, -0.685, -0.370, -0.633, -0.204, -0.596, 0.104, 0.028, -0.297, -0.537, -0.406, -0.441, 0.962, -0.517, 0.023, -0.336, 0.575, -0.380, 0.335, 0.168, 0.352, 0.280, 0.144, 0.181, -0.819, 0.640, 0.271, 0.201, 0.419, 0.452, 0.067, 0.445, 0.288, 0.284, 0.092, 0.361, 0.308, 0.441, 0.425, 0.202, 0.345, -1.019, 0.243, 0.124, 0.104, 0.038, -0.184, -0.637, 0.311, 0.327, -0.960, -1.160, 0.253, -1.118, -1.343, 0.179, -0.887, -1.064, 0.357, 0.322, 0.235, 0.298, 0.262, 0.389, 0.356, 0.442, 0.278, 0.329, 0.392, 0.553, 0.320, 0.327, 0.275, 0.342, 0.307, 0.349, -0.784, 0.542, 0.211, -0.950, -1.121, 0.201, -0.387, -1.426, 0.161, -0.866, -1.069, 0.360, 0.333, 0.235, 0.304, 0.289, 0.368